Entry 1:
The following is a DFT calculation (the ωB97M-V functional and the def2-TZVPD basis) of CNPS in the gas phase.

Last column: natural (NBO) charge in e.
Geometry (Å):
C 2.29 0.53 -0.19  0.1728
N 1.18 0.19 0.04  -0.8141
P -2.52 -0.77 -0.30  0.4290
S -0.95 0.05 0.44  0.2124

For the HOMO energy, the calculation gives -0.34696 hartree. The energy relative to the best compared isomer or geometry (same formula, charge and spin) comes out at 65.5 kcal per mole. The spin multiplicity is 1. The value obtained for the total energy is -22647.0357 eV.

Entry 2:
The following is a DFT calculation (the ωB97M-V functional and the def2-TZVPD basis) of C33H31MgN3S3Se2Si2Te2 as an isolated structure.

Last column: Löwdin charge in e.
Geometry (Å):
Mg 1.14 1.16 1.36  0.1817
Se 2.76 0.09 3.20  -0.1583
Te 3.22 2.15 4.54  0.0495
Te 0.66 2.74 5.20  0.0344
Se -0.18 2.94 2.85  -0.1679
C -0.87 -0.71 3.67  -0.2267
Si -0.28 -1.77 2.26  0.5184
C 1.05 -2.97 2.84  -0.2213
C -1.64 -2.94 1.64  -0.3150
C -2.64 -3.71 2.23  -0.0941
C -3.43 -4.53 1.44  -0.1149
C -3.21 -4.61 0.06  -0.1180
C -2.21 -3.85 -0.53  -0.1049
C -1.43 -3.00 0.25  -0.3116
Si -0.14 -1.65 -0.15  0.5881
C -0.97 -0.61 -1.47  -0.1704
C 1.40 -2.41 -0.90  -0.1864
H -1.10 -1.42 4.48  0.0381
H -1.77 -0.17 3.42  -0.0007
H -0.12 -0.02 4.06  -0.0722
H 0.56 -3.70 3.50  0.0281
H 1.85 -2.49 3.40  -0.0425
H 1.47 -3.53 2.00  0.0183
H -2.82 -3.65 3.30  0.0981
H -4.22 -5.12 1.89  0.0883
H -3.84 -5.26 -0.54  0.0878
H -2.06 -3.90 -1.61  0.0968
H -1.34 -1.34 -2.21  0.0363
H -0.26 0.04 -1.98  0.0216
H -1.81 -0.03 -1.10  0.0138
H 1.10 -3.24 -1.55  0.0284
H 2.09 -2.81 -0.16  0.0216
H 1.94 -1.68 -1.51  0.0191
S 6.51 -1.32 -2.66  0.9780
C 7.76 -2.08 -1.74  -0.4782
C 7.53 -1.93 -0.41  -0.2352
C 6.36 -1.19 -0.11  -0.1500
C 5.67 -0.78 -1.23  -0.4826
C 4.44 -0.04 -1.35  -0.2606
C 3.59 0.10 -0.27  -0.1544
N 2.42 0.74 -0.25  -0.0117
C 2.03 1.38 -1.45  -0.2034
C 2.85 1.26 -2.64  -0.1809
C 2.35 1.91 -3.84  -0.0472
C 1.18 2.57 -3.85  -0.0481
C 0.34 2.67 -2.67  -0.1864
C -0.89 3.24 -2.66  -0.0287
C -1.67 3.25 -1.45  -0.2495
C -1.10 2.65 -0.34  -0.1661
N 0.09 2.08 -0.28  -0.0123
C 0.86 2.06 -1.46  -0.2258
C -2.99 3.82 -1.37  -0.4786
C -3.78 4.12 -0.28  -0.1541
C -5.06 4.64 -0.62  -0.2328
C -5.25 4.76 -1.96  -0.4773
S -3.87 4.21 -2.83  0.9805
C 4.01 0.57 -2.59  -0.0374
H 8.59 -2.57 -2.23  0.0364
H 8.19 -2.33 0.35  0.0871
H 6.04 -0.95 0.89  0.1001
H 3.86 -0.37 0.67  0.0463
H 2.95 1.85 -4.74  0.0993
H 0.82 3.04 -4.76  0.0998
H -1.28 3.69 -3.57  0.0797
H -1.67 2.62 0.59  0.0344
H -3.44 3.99 0.74  0.0966
H -5.80 4.93 0.11  0.0871
H -6.11 5.15 -2.48  0.0364
H 4.63 0.49 -3.49  0.0778
S -5.55 -0.16 1.22  0.9695
C -4.86 1.14 2.09  -0.4117
C -3.51 1.13 1.95  -0.2678
N -3.02 0.11 1.17  0.0127
C -3.97 -0.64 0.73  -0.4753
H -5.47 1.84 2.64  0.0593
H -2.82 1.82 2.41  0.0425
H -3.82 -1.52 0.11  0.0691

As for the charge: -2. For the HOMO energy, the calculation gives 0.01177 hartree. The energy relative to the best compared isomer or geometry (same formula, charge and spin) comes out at 0.0 kcal per mole. The spin multiplicity is 1. The value obtained for the total energy is -238185.8360 eV.

Entry 3:
The following is a DFT calculation (the ωB97M-V functional and the def2-TZVPD basis) of a 2-piece molecular cluster, C2H3FO overall.

Last column: natural (NBO) charge in e.
Geometry (Å):
C 0.55 0.37 -0.28  0.7220
C 1.59 -0.29 0.07  -0.7854
O -0.40 0.99 -0.60  -0.4849
F -2.91 -0.32 0.42  -0.5708
H 1.59 -1.36 0.03  0.2691
H -2.84 0.33 -0.36  0.5709
H 2.41 0.27 0.73  0.2790

As for the structure (SMILES): C=C=O.F. For the HOMO energy, the calculation gives -0.35353 hartree. The energy relative to the best compared isomer or geometry (same formula, charge and spin) comes out at 41.4 kcal per mole. The spin multiplicity is 1. The value obtained for the total energy is -6886.1486 eV.

Entry 4:
The following is a DFT calculation (the ωB97M-V functional and the def2-TZVPD basis) of C4H5ClOS as an isolated structure.

Last column: natural (NBO) charge in e.
Geometry (Å):
C -1.23 -2.55 0.06  -0.4651
C -0.25 -1.80 0.44  -0.1208
C 0.10 -0.03 -0.43  0.3931
C 0.82 2.58 -0.06  -0.7677
O -0.46 0.13 -1.44  -0.5343
S 1.15 0.91 0.55  0.2847
Cl 0.90 -2.04 1.63  0.0385
H -1.26 -3.55 0.52  0.2118
H -1.89 -2.39 -0.75  0.2328
H 1.84 2.99 -0.15  0.2405
H 0.07 3.17 0.54  0.2376
H 0.20 2.58 -0.90  0.2489

For the HOMO energy, the calculation gives -0.33246 hartree. The energy relative to the best compared isomer or geometry (same formula, charge and spin) comes out at 48.7 kcal per mole. The spin multiplicity is 1. The value obtained for the total energy is -29631.5972 eV.

Entry 5:
The following is a DFT calculation (the ωB97M-V functional and the def2-TZVPD basis) of C37H34Cl4N4O2Pt as an isolated structure.

Last column: natural (NBO) charge in e.
Geometry (Å):
Pt -0.18 -0.04 0.18  1.1813
C 1.90 5.58 3.64  -0.6359
C 1.91 4.41 4.59  -0.0571
C 2.35 4.55 5.90  -0.1842
C 2.36 3.48 6.78  -0.2171
C 1.93 2.24 6.35  -0.1920
C 1.48 2.07 5.05  -0.2661
C 1.48 3.15 4.18  0.1970
N 0.98 3.03 2.85  -0.6336
C 1.04 1.91 2.06  0.6646
N 2.08 1.09 2.29  -0.6022
C 2.38 -0.16 1.71  0.1659
C 1.55 -0.80 0.81  -0.1406
C 1.95 -1.99 0.23  -0.2501
C 3.16 -2.56 0.59  -0.2132
C 3.97 -1.94 1.52  -0.1993
C 3.60 -0.73 2.09  -0.0567
C 4.51 -0.03 3.07  -0.6474
N 0.18 1.74 1.10  -0.6004
C -1.05 2.49 1.14  0.1514
C -1.96 2.24 2.16  -0.2374
C -3.14 2.96 2.23  -0.2069
C -3.40 3.93 1.28  -0.2035
C -2.50 4.16 0.25  -0.1970
C -1.30 3.45 0.16  -0.0352
C -0.31 3.73 -0.94  -0.6543
H 2.41 6.43 4.08  0.2261
H 0.88 5.88 3.39  0.2175
H 2.40 5.32 2.70  0.2281
H 2.69 5.53 6.24  0.2132
H 2.70 3.62 7.80  0.2190
H 1.92 1.39 7.03  0.2205
H 1.11 1.11 4.73  0.2305
H 0.32 3.72 2.55  0.4235
H 2.74 1.44 2.96  0.4255
H 1.32 -2.47 -0.50  0.2462
H 3.48 -3.49 0.13  0.2170
H 4.91 -2.39 1.81  0.2093
H 5.42 -0.62 3.23  0.2332
H 4.04 0.10 4.05  0.2157
H 4.82 0.95 2.71  0.2160
H -1.74 1.46 2.88  0.2322
H -3.84 2.77 3.03  0.2199
H -4.32 4.51 1.32  0.2170
H -2.71 4.92 -0.50  0.2135
H -0.65 4.55 -1.56  0.2148
H -0.17 2.84 -1.56  0.2644
H 0.67 3.99 -0.52  0.2182
Cl 2.79 1.79 -0.99  0.0030
C 2.80 1.98 -2.68  -0.3701
Cl -0.49 0.37 -2.15  -0.6028
H 3.23 1.18 -3.25  0.1875
H 2.07 2.66 -3.09  0.1864
Cl -1.13 -0.75 5.36  -0.0161
C -1.59 -2.42 5.64  -0.0895
C -0.91 -3.10 6.62  -0.2014
C -1.25 -4.42 6.91  -0.2432
C -2.28 -5.00 6.20  -0.2032
C -2.96 -4.30 5.21  -0.1098
Cl -4.25 -5.16 4.42  0.0087
C -2.63 -2.98 4.87  0.2151
N -3.25 -2.20 3.92  -0.6566
C -4.08 -2.67 2.85  0.1452
C -5.45 -2.45 2.93  -0.1918
C -6.29 -2.85 1.90  -0.2130
C -5.75 -3.48 0.79  -0.2057
C -4.38 -3.68 0.71  -0.1917
C -3.53 -3.27 1.72  -0.0237
C -2.04 -3.43 1.58  -0.5253
C -1.41 -2.11 1.19  0.8012
O -0.95 -1.99 0.00  -0.6847
O -1.37 -1.17 2.01  -0.7312
H -0.12 -2.60 7.16  0.2249
H -0.72 -4.97 7.67  0.2207
H -2.58 -6.02 6.40  0.2291
H -2.63 -1.46 3.59  0.4387
H -5.84 -1.96 3.81  0.2215
H -7.35 -2.67 1.97  0.2148
H -6.40 -3.82 -0.01  0.2153
H -3.96 -4.17 -0.17  0.2153
H -1.80 -4.16 0.81  0.2388
H -1.59 -3.74 2.53  0.2420

For the HOMO energy (spin up / spin down), the calculation gives -0.28833 / -0.29567 hartree. Its expectation value of S² is 2.01. The spin multiplicity is 3. The value obtained for the total energy is -102313.2635 eV.